CH4FO3P | ωB97M-V with the def2-TZVPD basis set

```
10
Properties=species:S:1:pos:R:3:forces:R:3:nbo_charge:R:1
C -0.4384 0.0544 0.4212 -0.9 3.3 -2.1 0.21
O 2.8552 -0.0511 -0.3774 -0.8 0.2 -0.4 -0.34
O 0.5652 -0.4368 -0.1612 1.7 -2.2 -3.2 -0.24
O 1.8600 -0.3465 0.5001 -1.0 1.0 2.8 -0.02
F -0.5859 1.7554 -0.4652 0.2 -2.2 1.6 -0.63
P -2.0173 -0.6792 -0.1311 -0.4 0.1 -1.3 0.28
H -0.2146 0.3768 1.3716 -0.1 1.0 2.4 0.21
H 3.0180 -0.9649 -0.5738 1.2 -0.8 -1.1 0.47
H -2.8337 0.0713 0.6984 -0.2 0.4 0.4 0.00
H -2.2086 0.2207 -1.2826 0.3 -0.8 1.0 0.07
```
Positions in Å, forces in eV/Å.

Computed properties:
Total charge: 0
Lowest unoccupied orbital energy in eV: 0.17
E_tot in a.u.: -707.149846
HOMO in eV: -10.029



CH4FOP | ωB97M-V with the def2-TZVPD basis set

```
8
Properties=species:S:1:pos:R:3:forces:R:3:nbo_charge:R:1
C -0.2450 0.1526 -0.6280 1.1 -2.5 0.1 -0.43
O -1.2829 0.8645 -0.1506 -2.3 1.1 4.2 -0.70
F 2.2561 -0.6372 -0.3330 0.0 -0.3 -0.2 -0.58
P 1.2989 0.4352 0.3421 -0.6 -0.1 1.2 1.02
H -0.3717 -0.9835 -0.4305 0.0 1.5 -1.4 0.19
H -0.2330 0.5573 -1.6260 0.8 -0.9 -0.9 0.22
H -1.3971 0.6934 0.8530 0.2 0.3 -2.2 0.47
H -0.0253 -1.0823 1.9730 0.8 0.9 -0.7 -0.18
```
Positions in Å, forces in eV/Å.

Computed properties:
Total charge: 0
Lowest unoccupied orbital energy (alpha / beta) in eV: -1.15 / -0.99
E_tot in a.u.: -556.819745
HOMO (alpha / beta) in eV: -8.643 / -9.643



CH4FOP | ωB97M-V with the def2-TZVPD basis set

```
8
Properties=species:S:1:pos:R:3:forces:R:3:nbo_charge:R:1
C 0.6153 -0.1194 -0.1176 -0.4 -0.3 -0.3 -0.40
O 1.1214 1.1843 -0.2816 0.0 0.5 0.1 -0.71
F -1.7488 0.4905 0.7107 0.0 0.0 -0.5 -0.60
P -1.1759 -0.1754 -0.6681 0.0 -3.0 1.9 0.95
H 1.2051 -0.7697 -0.7663 0.0 -0.1 0.0 0.20
H 0.7082 -0.4641 0.9176 -0.1 -0.1 -0.1 0.19
H 0.6727 1.7725 0.3400 0.1 -0.1 -0.1 0.47
H -1.3979 -1.9187 -0.1346 0.5 3.1 -1.0 -0.11
```
Positions in Å, forces in eV/Å.

Computed properties:
Total charge: 0
Lowest unoccupied orbital energy in eV: 0.43
E_tot in a.u.: -556.918859
HOMO in eV: -9.848



CH4FPS2 | ωB97M-V with the def2-TZVPD basis set

```
9
Properties=species:S:1:pos:R:3:forces:R:3:nbo_charge:R:1
C -0.5061 0.8404 -0.3229 1.2 -1.9 2.2 -0.96
F -1.3929 -1.5094 0.7833 -0.1 1.4 -0.6 -0.58
P -1.7239 0.1171 0.8195 -0.2 -1.2 1.8 1.15
S -1.4953 0.6064 2.7096 -0.1 0.2 -0.8 -0.36
S -1.2256 -0.5954 -3.0670 -0.1 -0.2 -0.1 -0.10
H -1.0197 1.2509 -1.0965 -1.3 1.3 -2.2 0.23
H 0.1672 1.5418 0.1464 0.2 0.0 0.2 0.26
H -0.0260 -0.0936 -0.6223 0.5 0.3 -0.3 0.26
H -1.3259 0.7318 -3.2090 0.0 0.1 -0.1 0.09
```
Positions in Å, forces in eV/Å.

Computed properties:
Total charge: 0
Lowest unoccupied orbital energy (alpha / beta) in eV: -2.21 / -2.81
E_tot in a.u.: -1278.036561
HOMO (alpha / beta) in eV: -9.711 / -8.926



CH4HgInNO3PS | ωB97M-V with the def2-TZVPD basis set

```
13
Properties=species:S:1:pos:R:3:forces:R:3:lowdin_charge:R:1
N -3.0628 -2.2625 -0.2789 -2.9 0.5 0.1 0.21
C -1.9528 -2.0632 -0.4134 4.1 -1.8 -0.4 -0.48
O -0.6429 -2.3010 -0.4458 -1.6 1.1 0.1 -0.50
In 0.3601 -0.9422 0.8013 0.8 -0.4 2.3 0.44
P 0.2663 1.4291 -0.1681 0.7 2.6 -0.5 0.20
O -0.6342 2.4437 0.7685 1.1 -1.0 -1.1 -0.24
O 1.7632 2.1294 -0.3138 -1.6 -0.8 0.9 -0.26
S -0.4264 1.2406 -1.9952 0.1 -0.7 0.3 0.46
H 2.1088 -1.4043 0.7102 -0.4 0.1 -1.0 -0.01
H -0.0965 -1.0326 2.5132 -0.4 0.1 -0.9 -0.05
H -0.8343 3.2352 0.2279 -0.1 -0.1 0.4 0.09
H 2.0785 2.4338 0.5598 0.1 0.0 -0.3 0.09
Hg 1.0729 -2.9059 -1.9658 0.0 0.4 0.0 1.04
```
Positions in Å, forces in eV/Å.

Computed properties:
Total charge: +1
Lowest unoccupied orbital energy in eV: -9.43
E_tot in a.u.: -1403.646994
HOMO in eV: -13.070



CH4IN | ωB97M-V with the def2-TZVPD basis set

```
7
Properties=species:S:1:pos:R:3:forces:R:3:nbo_charge:R:1
C 0.7481 0.3551 0.1917 -2.2 -3.2 -3.3 -0.39
N -0.6978 -0.7742 0.1678 4.2 0.3 -2.0 -0.84
I -2.4610 0.2142 -0.0057 0.0 0.3 -0.2 0.26
H 0.6164 0.9068 1.0723 -0.1 0.8 1.0 0.20
H 1.6525 -0.3426 0.1876 -1.4 1.0 0.1 0.21
H 0.6312 0.9150 -0.8130 0.4 -0.6 2.0 0.20
H -0.4894 -1.2743 -0.8007 -0.9 1.4 2.4 0.36
```
Positions in Å, forces in eV/Å.

Computed properties:
SMILES: CNI
Total charge: 0
Lowest unoccupied orbital energy in eV: 0.04
E_tot in a.u.: -392.861627
HOMO in eV: -8.754



CH4IN2 | ωB97M-V with the def2-TZVPD basis set

```
8
Properties=species:S:1:pos:R:3:forces:R:3:nbo_charge:R:1
C 1.0830 -0.2370 -0.0204 -3.1 2.9 -0.4 0.21
N -0.3502 1.3190 -0.0175 2.3 -3.6 0.3 -0.63
N 0.4994 -1.3562 -0.1420 -0.8 -1.0 0.3 -0.71
I 3.0134 0.1198 0.0219 1.0 0.2 0.4 0.51
H 0.1971 1.9840 0.5237 0.2 0.2 0.0 0.36
H -0.2561 1.5766 -0.9905 0.2 0.3 -0.5 0.36
H -0.4421 -1.4323 -0.4366 -1.7 1.1 -0.1 0.44
H 0.7104 -2.3178 0.0989 1.8 0.0 0.1 0.45
```
Positions in Å, forces in eV/Å.

Computed properties:
Total charge: +1
Lowest unoccupied orbital energy (alpha / beta) in eV: -5.67 / -5.67
E_tot in a.u.: -447.314643
HOMO (alpha / beta) in eV: -14.871 / -14.870



CH4IN2 | ωB97M-V with the def2-TZVPD basis set

```
8
Properties=species:S:1:pos:R:3:forces:R:3:lowdin_spin:R:1
C -0.3172 -0.2157 -0.8158 -0.4 -1.3 1.8 0.74
N -1.4983 0.1881 -0.7103 0.4 1.2 -1.8 0.11
N 1.6173 0.3252 1.1145 -1.8 1.1 -0.6 0.73
I 1.3711 -0.6588 2.7411 0.1 -0.5 0.7 0.32
H 0.4495 -0.5813 -1.4829 -0.1 0.7 -0.4 0.04
H -1.8805 0.7005 -1.5178 -0.3 -0.2 0.0 0.03
H -2.1121 0.2553 0.0971 0.5 -0.3 0.6 0.02
H 2.3703 -0.0133 0.5741 1.6 -0.7 -0.4 0.02
```
Positions in Å, forces in eV/Å.

Computed properties:
Total charge: +1
Multiplicity: 3
Lowest unoccupied orbital energy (alpha / beta) in eV: -5.67 / -6.66
E_tot in a.u.: -447.232042
HOMO (alpha / beta) in eV: -13.024 / -13.003



CH4IN2O | ωB97M-V with the def2-TZVPD basis set

```
9
Properties=species:S:1:pos:R:3:forces:R:3:nbo_charge:R:1
N -0.2710 1.4920 -0.0121 0.3 -0.2 -0.6 -0.75
C 0.2784 0.2905 -0.1889 0.5 0.8 0.5 0.34
I 2.3491 0.2131 -0.2964 -0.3 -0.1 -0.1 0.37
N -0.4330 -0.8015 -0.2183 1.6 -1.4 0.2 -0.27
O 0.1192 -2.0874 -0.0886 -0.3 1.5 -2.8 -0.47
H -1.3000 1.6769 -0.0086 1.4 -0.1 0.0 0.45
H 0.4415 2.2336 -0.0881 -1.3 -0.1 0.1 0.45
H -1.3577 -0.7744 0.0750 -2.3 0.0 0.3 0.40
H 0.1734 -2.2429 0.8260 0.2 -0.4 2.3 0.48
```
Positions in Å, forces in eV/Å.

Computed properties:
SMILES: N/C(I)=[NH+]/O
Total charge: +1
Lowest unoccupied orbital energy in eV: -4.38
E_tot in a.u.: -522.625431
HOMO in eV: -15.029



CH4INOS | ωB97M-V with the def2-TZVPD basis set

```
9
Properties=species:S:1:pos:R:3:forces:R:3:nbo_charge:R:1
C 0.4648 -0.1660 -0.1829 1.5 -2.6 0.1 -0.04
N -2.1193 1.7790 -0.6369 0.1 -0.5 0.1 -1.02
O 1.2407 -0.8804 0.7618 -2.2 0.9 -1.0 -0.66
S -2.0383 0.2433 -0.4496 0.5 1.4 0.3 0.69
I -2.8433 -0.4767 1.8340 0.3 0.0 -0.3 -0.17
H 0.8658 -0.1544 -1.1896 -0.2 -0.8 -0.1 0.18
H 0.2909 0.7605 0.1402 -0.7 3.7 1.3 0.13
H 0.8336 -0.5667 1.5937 0.6 -0.5 -0.1 0.48
H -1.8580 2.6134 -0.0631 0.0 -1.6 -0.3 0.40
```
Positions in Å, forces in eV/Å.

Computed properties:
Total charge: 0
Lowest unoccupied orbital energy (alpha / beta) in eV: -1.16 / -0.99
E_tot in a.u.: -866.239863
HOMO (alpha / beta) in eV: -8.430 / -8.440



CH4IO2PS | ωB97M-V with the def2-TZVPD basis set

```
10
Properties=species:S:1:pos:R:3:forces:R:3:nbo_charge:R:1
C -0.8926 -0.6082 1.0440 -0.4 1.3 0.9 -0.30
O -1.0322 0.0201 -0.1966 1.1 1.7 -2.5 -0.68
S 0.5337 0.9372 -0.7376 -1.0 -3.7 1.2 1.34
O 0.6237 2.2334 -0.1708 -0.2 1.3 0.5 -0.88
P 2.0494 -0.3820 -0.1460 1.3 3.0 0.6 -0.08
I -0.0456 1.2280 -3.0633 -0.2 -0.3 0.2 0.08
H 0.2126 -0.6548 1.1522 -0.8 -1.0 1.0 0.19
H -1.5261 -1.5069 1.1435 0.9 -0.1 -0.7 0.20
H -1.3579 0.0685 1.7830 0.6 -0.1 0.1 0.17
H 1.4349 -1.3353 -0.8085 -1.4 -2.0 -1.5 -0.04
```
Positions in Å, forces in eV/Å.

Computed properties:
SMILES: CO[S@@](=O)(=P)I
Total charge: 0
Lowest unoccupied orbital energy in eV: -1.92
E_tot in a.u.: -1228.071378
HOMO in eV: -8.542



CH4IO2PS | ωB97M-V with the def2-TZVPD basis set

```
10
Properties=species:S:1:pos:R:3:forces:R:3:lowdin_spin:R:1
C 0.9905 0.7500 -0.8226 2.4 1.3 -1.6 0.01
O 0.6394 -1.2752 1.0134 1.2 -2.3 -0.2 0.35
O -0.2865 0.4361 -0.5648 -3.5 -1.0 1.7 0.05
P -0.7731 -0.5906 0.6089 -3.8 5.5 -0.9 0.21
S -0.2689 -2.6446 0.5921 1.4 -2.0 0.4 1.07
I -3.2620 0.8468 0.0911 0.5 -0.8 0.2 0.27
H 1.0816 0.7424 -1.9183 0.4 -0.1 0.2 0.00
H 1.5661 -0.0408 -0.3881 1.5 0.2 0.1 0.00
H 1.2455 1.7936 -0.5197 0.0 -0.9 0.3 0.00
H -0.9326 -0.0177 1.9079 0.1 0.2 -0.3 0.04
```
Positions in Å, forces in eV/Å.

Computed properties:
Total charge: 0
Multiplicity: 3
Lowest unoccupied orbital energy (alpha / beta) in eV: -0.99 / -3.77
E_tot in a.u.: -1228.068128
HOMO (alpha / beta) in eV: -7.699 / -8.389